The following is a quantum chemistry calculation of C6H10O2 in the gas phase, from the Open Molecules 2025 dataset.

As for the HOMO energy (alpha / beta): -6.87 / -6.35 eV. The energy relative to the best compared isomer or geometry (same formula, charge and spin) comes out at 421.81 kJ/mol. The calculation puts the lowest unoccupied orbital energy (alpha / beta) at 0.474 / 0.482 eV. The multiplicity is 1.

The geometry in XYZ format:
```
18
Properties=species:S:1:pos:R:3:forces:R:3
C -1.9307 -1.2416 -0.5649 -1.442 -1.097 0.064
C -1.3450 -0.8440 0.5592 1.561 1.687 1.902
C -0.0577 1.0550 -0.6958 0.055 -1.434 1.928
C -0.5262 0.2914 0.6393 1.768 1.364 -2.332
C 1.0891 0.2116 -1.2629 -0.547 0.450 -0.197
C 0.3348 0.6689 1.8325 -0.135 0.702 -1.588
O 0.7097 -0.9200 -1.8868 -0.460 -0.441 -0.556
O 2.3037 0.0384 -0.7059 3.134 1.914 1.617
H -2.6816 -2.0287 -0.3342 0.463 0.485 -1.471
H -1.7104 -0.6566 -1.4621 -0.698 -0.895 0.064
H -1.4668 -1.3016 1.5418 -0.392 -0.437 -0.320
H -0.7972 1.2672 -1.4578 -0.270 -0.419 -0.083
H 0.2980 2.0084 -0.3694 0.477 0.644 0.063
H 0.7221 -0.1951 2.3197 0.305 -0.653 0.655
H -0.2897 1.2543 2.4905 0.048 0.234 0.622
H 1.1985 1.3052 1.4945 -0.837 -0.599 0.462
H 1.1719 -1.7473 -1.6446 0.063 0.803 0.238
H 2.9774 0.8343 -0.4931 -3.092 -2.307 -1.068
```
Forces are in eV/Å.